#1
This record from the OMol25 dataset describes a 2-piece molecular cluster, C7H12O3 overall. The level of theory is the ωB97M-V functional and the def2-TZVPD basis.

```
22
Properties=species:S:1:pos:R:3:lowdin_charge:R:1
C 1.575 1.145 1.674 0.0027
C 0.197 0.939 1.817 -0.1437
C -0.696 2.055 1.437 -0.1833
O -2.049 1.994 1.927 -0.0323
C -2.626 0.792 1.769 -0.4031
O -2.751 0.232 0.751 0.1174
H 2.089 1.699 2.454 0.0523
H 2.069 0.726 0.795 0.0346
H -0.140 -0.016 2.217 0.1079
H -0.660 2.167 0.358 0.1314
H -0.243 2.971 1.842 0.1364
H -2.999 0.329 2.692 0.1451
C 1.209 -2.428 -1.277 -0.0183
C 0.862 -1.015 -1.673 -0.4873
C -0.089 -0.838 -2.830 -0.0183
O 1.327 -0.064 -1.087 0.0494
H 1.898 -2.409 -0.435 0.0821
H 0.305 -2.964 -0.982 0.0868
H 1.685 -2.944 -2.112 0.0852
H -1.046 -1.307 -2.599 0.0880
H 0.332 -1.286 -3.731 0.0850
H -0.250 0.223 -3.006 0.0820
```

Properties
**Kohn-Sham gap**: 7.196 eV
**LUMO level**: -0.163 eV
**SMILES**: C=CCOC=O.CC(C)=O

=====

#2
This record from the OMol25 dataset describes one molecule with the formula C7H12O3. The level of theory is the ωB97M-V functional and the def2-TZVPD basis.

```
22
Properties=species:S:1:pos:R:3:lowdin_charge:R:1
C 7.452 1.074 -0.187 -0.0523
C 6.370 0.557 -1.135 -0.2840
C 5.993 -0.899 -0.802 -0.1328
C 5.476 -1.694 -1.978 -0.2363
C 4.412 -2.744 -1.760 -0.0576
C 4.090 -1.492 -2.518 -0.3256
O 3.312 -0.482 -1.957 -0.0235
C 5.138 1.436 -1.144 -0.4820
O 4.865 2.224 -2.022 0.1028
O 4.399 1.388 0.025 0.0709
H 7.123 1.011 0.859 0.0898
H 8.358 0.463 -0.300 0.0835
H 7.716 2.118 -0.404 0.0887
H 6.746 0.578 -2.168 0.1531
H 6.898 -1.384 -0.406 0.1224
H 5.248 -0.903 0.008 0.1221
H 6.232 -1.922 -2.733 0.1416
H 4.479 -3.687 -2.304 0.1031
H 3.990 -2.813 -0.755 0.1117
H 3.970 -1.577 -3.603 0.1482
H 2.808 -0.766 -1.144 0.1339
H 3.703 2.057 -0.019 0.1223
```

Properties
**Kohn-Sham gap**: 10.288 eV
**LUMO level**: 0.759 eV
**SMILES**: C[C@@H](C[C@H]1C[C@H]1O)C(=O)O

=====

What should be chosen as the most stable of them? Choose #2.

=====

#1
This record from the OMol25 dataset describes C7H12O3 as an isolated structure. The level of theory is the ωB97M-V functional and the def2-TZVPD basis.

```
22
Properties=species:S:1:pos:R:3:lowdin_charge:R:1
C 1.259 1.226 -0.178 -0.0441
C 0.273 0.324 0.556 -0.2515
C 0.362 -0.320 1.928 -0.3313
O -0.783 -0.307 2.613 -0.0983
C -0.416 -0.683 -0.423 -0.2614
C -0.978 -0.075 -1.725 -0.2416
O -2.031 0.827 -1.507 -0.0481
C 0.480 -1.784 -0.801 -0.1038
C 1.188 -2.708 -1.135 0.1410
H 1.783 1.843 0.563 0.0928
H 2.019 0.612 -0.678 0.1042
H 0.767 1.885 -0.905 0.0920
H 0.865 -1.295 2.076 0.1173
H 1.539 0.009 1.488 0.1691
H -1.269 -1.125 0.118 0.1636
H -0.168 0.427 -2.278 0.1186
H -1.350 -0.886 -2.367 0.1321
H -1.665 1.568 -0.998 0.0664
H 1.644 -3.644 -1.404 0.0360
H -1.598 0.519 2.187 0.2526
O -1.100 1.579 1.028 -0.1521
H -0.820 2.009 1.843 0.0465
```

Properties
**Kohn-Sham gap**: 7.873 eV
**LUMO level**: -0.299 eV

=====

#2
This record from the OMol25 dataset describes a 3-piece molecular cluster, C7H12O3 overall. The level of theory is the ωB97M-V functional and the def2-TZVPD basis.

```
22
Properties=species:S:1:pos:R:3:lowdin_charge:R:1
C -0.147 -0.179 -0.540 -0.4440
C 0.304 -0.292 0.754 0.0221
C -1.142 0.828 -1.008 0.0108
C -1.314 -1.711 0.782 -0.2972
C 1.668 1.345 0.043 -0.3222
C -2.361 -1.453 1.559 -0.0040
C 2.895 1.220 -0.459 -0.0390
O 0.365 -1.028 -1.437 0.1039
O -1.030 -2.965 0.329 -0.0024
O 1.148 2.512 0.539 -0.0509
H 0.017 -0.846 -2.320 0.1421
H -0.303 -2.912 -0.304 0.0803
H 1.800 3.235 0.489 0.0921
H -0.086 0.360 1.514 0.1116
H 1.082 -0.997 0.997 0.1218
H -0.686 1.439 -1.790 0.1055
H -2.023 0.320 -1.403 0.1043
H -1.435 1.483 -0.193 0.1003
H -2.537 -0.447 1.917 0.0417
H -3.059 -2.228 1.870 0.0542
H 3.608 2.049 -0.498 0.0391
H 3.237 0.267 -0.843 0.0299
```

Properties
**Kohn-Sham gap (spin up / spin down)**: 7.074 / 7.072 eV
**LUMO level (spin up / spin down)**: 0.335 / 0.335 eV

=====

What should be chosen as the most stable of them? Choose #2.

=====

#1
This record from the OMol25 dataset describes one molecule with the formula C3H4N2OS. The level of theory is the ωB97M-V functional and the def2-TZVPD basis.

```
11
Properties=species:S:1:pos:R:3:lowdin_charge:R:1
O 0.107 2.387 0.001 0.0726
C 0.238 1.221 -0.014 -0.5854
C 1.527 0.499 -0.029 0.0343
C 1.124 -0.852 -0.080 -0.0834
N -0.274 -1.028 0.104 -0.0467
N -0.776 0.267 0.032 -0.4909
S -2.512 0.366 -0.154 0.7551
H 2.683 0.626 -0.280 0.1533
H 1.685 -1.732 -0.182 0.0880
H -0.922 -1.411 -0.615 0.1099
H -2.880 -0.343 1.219 -0.0068
```

Properties
**Kohn-Sham gap**: 8.974 eV
**LUMO level**: 0.177 eV
**SMILES**: O=c1cc[nH]n1S

=====

#2
This record from the OMol25 dataset describes a 2-piece molecular cluster, C3H4N2OS overall. The level of theory is the ωB97M-V functional and the def2-TZVPD basis.

```
11
Properties=species:S:1:pos:R:3:lowdin_charge:R:1
C -0.409 0.115 -0.488 -0.6074
C -1.205 -0.523 0.375 -0.1428
C 1.051 -0.726 0.927 -0.5485
H -2.318 1.729 -1.359 -0.1152
H -2.348 -0.494 0.747 0.1793
H -0.147 -1.146 2.544 0.3180
H 3.066 -0.665 1.338 0.0749
N -0.238 -1.168 1.158 0.0080
N 2.125 -1.130 1.619 0.0682
O 0.961 0.062 -0.163 0.0309
S -0.986 1.436 -1.643 0.7346
```

Properties
**Kohn-Sham gap**: 8.303 eV
**LUMO level**: 0.169 eV

=====

What should be chosen as the most stable of them? Choose #1.

=====

#1
This record from the OMol25 dataset describes one molecule with the formula C3H4N2OS. The level of theory is the ωB97M-V functional and the def2-TZVPD basis.

```
11
Properties=species:S:1:pos:R:3:lowdin_charge:R:1
S 1.827 0.998 1.625 0.7131
C 0.648 -0.369 1.214 -0.4395
C -0.078 -0.228 -0.139 -0.3875
N -0.136 -1.055 -1.158 0.0652
N -1.050 -0.580 -2.063 0.0385
C -1.582 0.451 -1.519 -0.1572
O -1.040 0.728 -0.266 0.0438
H 2.814 0.599 0.874 -0.1737
H -0.142 -0.306 1.963 0.0705
H 1.135 -1.353 1.332 0.0868
H -2.396 1.115 -1.862 0.1399
```

Properties
**Kohn-Sham gap**: 10.442 eV
**LUMO level**: 0.662 eV
**SMILES**: SCc1nnco1

=====

#2
This record from the OMol25 dataset describes C3H4N2OS as an isolated structure. The level of theory is the ωB97M-V functional and the def2-TZVPD basis.

```
11
Properties=species:S:1:pos:R:3:lowdin_charge:R:1
C -1.499 -1.131 -0.077 -0.1404
C -0.025 -0.931 0.169 -0.5567
C 1.392 1.017 0.014 -0.1344
N -2.251 -0.092 -0.126 -0.4351
N 0.216 0.350 0.537 -0.1130
O 0.810 -1.812 0.224 0.0648
S -1.646 1.389 -0.136 0.9062
H -2.098 -2.058 -0.121 0.1266
H 1.314 1.232 -1.142 0.1165
H 1.629 1.887 0.547 0.0485
H 2.161 0.150 0.110 0.1170
```

Properties
**Kohn-Sham gap**: 8.178 eV
**LUMO level**: -1.422 eV

=====

#3
This record from the OMol25 dataset describes one molecule with the formula C3H4N2OS. The level of theory is the ωB97M-V functional and the def2-TZVPD basis.

```
11
Properties=species:S:1:pos:R:3:lowdin_charge:R:1
N -1.713 -0.603 -1.128 -0.2147
S -1.085 0.038 0.092 0.7197
O -1.989 0.696 1.035 -0.3516
C 0.282 -0.712 1.096 -0.1200
C 1.404 -0.175 0.675 -0.1978
N 1.350 0.593 -0.512 0.0021
C 0.208 1.057 -0.779 -0.1919
H -0.997 -0.722 -1.826 0.0098
H 0.038 -1.286 2.044 0.1207
H 2.371 -0.418 1.075 0.1084
H 0.131 1.533 -1.771 0.1151
```

Properties
**Kohn-Sham gap**: 9.160 eV
**LUMO level**: -0.647 eV
**SMILES**: N=[S@@]1(=O)C=CN=C1

=====

#4
This record from the OMol25 dataset describes one molecule with the formula C3H4N2OS. The level of theory is the ωB97M-V functional and the def2-TZVPD basis.

```
11
Properties=species:S:1:pos:R:3:lowdin_charge:R:1
N -2.361 2.079 -0.644 0.2001
C -1.344 1.408 -0.583 -0.1483
C -0.178 0.789 -0.391 -0.0534
C -0.093 -0.490 0.318 -0.5562
O -0.987 -0.848 1.081 0.0267
N 1.035 -1.362 0.271 -0.4014
S 2.743 -1.154 0.119 0.7184
H -3.188 2.093 -1.222 0.0884
H 0.689 1.275 -1.061 0.1528
H 0.741 -2.296 0.719 0.1263
H 2.944 -1.494 1.393 -0.1533
```

Properties
**Kohn-Sham gap**: 9.744 eV
**LUMO level**: 0.734 eV
**SMILES**: N=C=CC(=O)NS

=====

What should be chosen as the most stable of them? Choose #1.

=====

#1
This record from the OMol25 dataset describes one molecule with the formula C3H4N2OS. The level of theory is the ωB97M-V functional and the def2-TZVPD basis.

```
11
Properties=species:S:1:pos:R:3:lowdin_charge:R:1
O 2.369 0.837 -2.816 0.0094
C 1.947 0.446 -1.697 -0.1961
N 0.509 0.464 -1.458 0.0860
C -0.175 0.350 -0.272 -0.2430
N 0.336 -0.132 0.784 -0.0109
C -0.525 -0.232 1.887 -0.6384
S -2.088 -0.865 1.766 0.5899
H 2.529 -0.019 -0.848 0.1453
H 0.009 0.764 -2.209 0.0922
H -1.300 0.523 -0.316 0.1185
H -0.195 0.161 2.851 0.0472
```

Properties
**Kohn-Sham gap**: 8.366 eV
**LUMO level**: -0.698 eV
**SMILES**: O=CN/C=N/C=S

=====

#2
This record from the OMol25 dataset describes C3H4N2OS as an isolated structure. The level of theory is the ωB97M-V functional and the def2-TZVPD basis.

```
11
Properties=species:S:1:pos:R:3:lowdin_charge:R:1
C 2.106 1.277 0.028 -0.1579
C 1.848 -0.032 -0.184 -0.1466
C 0.077 1.049 0.051 -0.4786
N 0.955 1.973 0.217 0.0910
N -2.325 -0.412 0.194 -0.4014
O 0.545 -0.193 -0.192 -0.0063
S -1.998 1.163 -0.171 0.8245
H 3.118 1.721 0.097 0.1169
H 2.341 -0.948 -0.466 0.1246
H -2.877 -0.685 0.930 -0.0007
H -2.189 -1.040 -0.580 0.0344
```

Properties
**Kohn-Sham gap**: 9.372 eV
**LUMO level**: 0.565 eV

=====

#3
This record from the OMol25 dataset describes C3H4N2OS as an isolated structure. The level of theory is the ωB97M-V functional and the def2-TZVPD basis.

```
11
Properties=species:S:1:pos:R:3:lowdin_charge:R:1
C -0.109 -1.534 0.110 -0.7377
C 0.632 0.952 0.075 -0.1297
C -0.844 0.914 -0.177 -0.2102
H 1.764 -0.677 0.366 0.0588
H 0.818 1.631 0.994 0.1344
H 1.105 1.729 -0.922 0.2024
H -1.014 1.902 -0.275 0.0652
N 0.903 -0.546 0.046 0.0446
N -1.733 0.051 -0.315 0.0366
O -1.472 -1.270 -0.439 -0.1253
S -0.050 -3.151 0.536 0.6609
```

Properties
**Kohn-Sham gap**: 8.941 eV
**LUMO level**: 0.103 eV

=====

What should be chosen as the most stable of them? Choose #1.

=====

#1
This record from the OMol25 dataset describes one molecule with the formula C3H4N2OS. The level of theory is the ωB97M-V functional and the def2-TZVPD basis.

```
11
Properties=species:S:1:pos:R:3:lowdin_charge:R:1
C -0.631 1.262 1.790 -0.2266
C 0.423 -1.036 -0.701 -0.0542
C 1.802 -1.153 -0.989 -0.0727
N -0.493 -0.312 -0.585 -0.1131
N -1.553 0.303 -0.550 -0.1554
O -3.338 1.526 0.693 -0.4406
S -2.024 0.961 1.001 0.7857
H -0.682 1.886 2.700 -0.0341
H 2.024 -0.123 -1.582 0.1464
H 2.014 -2.105 -1.605 0.1097
H 2.456 -1.210 -0.171 0.0549
```

Properties
**Kohn-Sham gap**: 8.106 eV
**LUMO level**: -0.782 eV

=====

#2
This record from the OMol25 dataset describes C3H4N2OS as an isolated structure. The level of theory is the ωB97M-V functional and the def2-TZVPD basis.

```
11
Properties=species:S:1:pos:R:3:lowdin_charge:R:1
C -2.308 -1.442 0.049 -0.1481
C -0.827 -1.200 0.220 -0.5364
C 0.762 0.739 0.035 -0.1188
N -3.010 -0.422 -0.299 -0.4255
N -0.456 0.111 0.431 -0.1200
O -0.048 -2.156 0.159 0.0350
S -2.430 1.013 -0.106 0.9249
H -2.487 -2.520 0.076 0.1254
H 0.842 0.970 -0.972 0.0503
H 0.823 1.683 0.722 0.1280
H 1.458 -0.080 0.019 0.0851
```

Properties
**Kohn-Sham gap**: 8.161 eV
**LUMO level**: -1.218 eV

=====

What should be chosen as the most stable of them? Choose #2.

=====

#1
This record from the OMol25 dataset describes a 2-piece molecular cluster, C2H5NP2 overall. The level of theory is the ωB97M-V functional and the def2-TZVPD basis.

```
10
Properties=species:S:1:pos:R:3:lowdin_charge:R:1
C 0.642 -0.014 -0.064 -0.6385
C 2.122 -0.328 0.222 -0.2088
N -2.349 0.317 -0.889 -0.5600
P -3.352 0.373 0.331 0.4812
P -0.481 -1.220 -0.016 0.8654
H 0.541 0.988 -0.435 0.0348
H 2.069 0.155 1.242 0.0822
H 2.507 -1.362 0.460 0.0745
H 2.768 0.099 -0.547 0.0641
H -4.468 0.993 -0.304 -0.1950
```

Properties
**Kohn-Sham gap (spin up / spin down)**: 7.608 / 7.177 eV
**LUMO level (spin up / spin down)**: -0.725 / -0.751 eV

=====

#2
This record from the OMol25 dataset describes one molecule with the formula C2H5NP2. The level of theory is the ωB97M-V functional and the def2-TZVPD basis.

```
10
Properties=species:S:1:pos:R:3:lowdin_charge:R:1
C -0.235 -1.264 0.167 -0.6141
N 1.197 -1.069 -0.033 -0.4313
P 1.738 0.385 -0.032 0.8253
C 0.141 1.348 0.225 -0.6810
P -1.341 0.221 -0.054 0.8066
H -0.747 -1.986 -0.635 0.0877
H -0.169 -1.711 1.226 0.0882
H 0.297 1.755 1.225 0.0069
H 0.208 1.976 -0.659 -0.0100
H -1.089 0.344 -1.429 -0.0784
```

Properties
**Kohn-Sham gap**: 9.449 eV
**LUMO level**: 0.040 eV
**SMILES**: C1N=PCP1

=====

What should be chosen as the most stable of them? Choose #2.